Below is 14 unconnected molecules or ions with the total composition C16H60N20O14, with properties calculated with the ωB97M-V functional and the def2-TZVPD basis.

* highest occupied orbital energy: -0.285 Ha
* strongest force on any atom: 10.2 eV/Å

```
! wB97M-V def2-TZVPD RIJCOSX def2/J DEFGRID3
* xyz 0 1
C 1.7929 4.6420 -0.9959
C 2.2664 3.1752 -1.2241
O 1.5308 2.4871 -2.1537
H 0.7487 4.6884 -0.6922
H 1.8839 5.1374 -1.9613
H 2.4698 5.1898 -0.2367
H 2.1592 2.4891 -0.3353
H 3.2995 3.2642 -1.5107
H 1.3039 3.1436 -2.8008
C -0.8232 -1.2396 0.2342
C -0.1536 -0.2705 -0.7024
O 0.7952 0.4975 -0.0256
H -0.2395 -1.3458 1.1871
H -1.1147 -2.2044 -0.3609
H -1.7207 -0.8067 0.6303
H -0.9288 0.3433 -1.1433
H 0.1107 -0.8393 -1.6055
H 1.0682 1.1877 -0.6416
C 4.7079 1.7490 1.2213
O 5.9192 1.4286 0.5853
N 4.4927 3.0242 1.4118
N 3.7777 0.8891 1.4812
H 5.1469 3.7444 1.1341
H 3.5319 3.3150 1.6712
H 3.9487 -0.0686 1.0971
H 2.8640 1.2228 1.7497
C -1.1354 -3.3926 -3.2354
O -2.0136 -3.6460 -2.2081
N 0.1197 -3.4713 -3.0994
N -1.5058 -3.2233 -4.4942
H 0.7111 -3.1048 -3.8588
H 0.5009 -3.6038 -2.1620
H -2.4943 -3.0272 -4.6701
H -1.0072 -3.5421 -5.4187
C -4.0950 1.0889 -0.0406
O -3.3128 0.6076 -1.0573
N -3.7442 2.1791 0.5497
N -5.1823 0.4832 0.3911
H -3.0584 2.6432 -0.1356
H -4.5497 2.8498 0.7819
H -5.6338 -0.2268 -0.3031
H -5.7923 0.8841 1.1493
C -3.3907 -2.7802 1.5704
O -2.9031 -3.6163 2.5939
N -3.8954 -1.6785 1.8356
N -3.5885 -3.1989 0.3264
H -3.4906 -1.2269 2.7033
H -4.1972 -0.9391 1.0570
H -3.2063 -4.0682 0.0973
H -3.6899 -2.5202 -0.4440
C -1.3550 0.1288 -3.9367
O -2.6830 -0.2255 -3.5669
N -0.8614 1.3453 -3.7683
N -0.5012 -0.7009 -4.4477
H -1.3169 2.1071 -3.3501
H 0.1484 1.5096 -3.7776
H -0.7508 -1.7095 -4.4248
H 0.4398 -0.4508 -4.7305
C 3.5001 -2.1515 1.3670
O 4.1668 -2.8187 2.4381
N 4.0418 -1.5545 0.3071
N 2.2269 -1.7485 1.4292
H 4.9861 -1.9344 0.1204
H 3.3883 -1.4105 -0.4927
H 1.8396 -2.0210 2.3440
H 1.7237 -1.0816 0.8682
C 0.5529 -3.5300 3.6667
O 0.5899 -4.8880 3.1621
N 1.5924 -2.9857 4.1395
N -0.5357 -2.8051 3.5660
H 2.4163 -3.5747 4.0512
H 1.6101 -2.0576 4.6077
H -0.7431 -1.9234 3.9762
H -1.2646 -3.3574 3.1600
C -1.8271 0.6589 3.3347
O -0.5850 0.2417 3.8269
N -2.9630 0.1812 3.7347
N -1.9380 1.5060 2.3294
H -2.8658 -0.2980 4.5903
H -3.9051 0.4957 3.4668
H -2.7880 1.6208 1.6850
H -1.1283 1.6930 1.7499
C 1.3047 3.0509 2.1985
O 0.1570 3.3512 1.5107
N 2.2052 3.9660 2.4984
N 1.5648 1.9320 2.8080
H 2.1114 4.8964 2.0721
H 2.8904 4.0098 3.2868
H 0.8267 1.2732 2.5867
H 2.2407 1.8257 3.6432
C -2.0442 3.9006 -1.6513
O -1.6277 5.1821 -1.4811
N -1.7209 2.9973 -0.7634
N -2.7118 3.5155 -2.6530
H -1.0860 3.3073 0.0180
H -1.7267 1.9859 -0.7879
H -2.8084 4.1572 -3.5210
H -3.3934 2.7282 -2.8028
C 0.4107 -4.6787 -0.1446
O 1.2855 -3.6384 -0.6117
H -0.2873 -4.2961 0.5543
H 0.8350 -5.4658 0.4278
H -0.3334 -5.0579 -0.9222
H 1.3231 -2.8194 -0.0658
C 2.9786 -0.1101 -2.5676
O 2.6807 -1.4615 -2.2303
H 2.6002 0.5718 -1.7620
H 2.5607 0.1060 -3.5194
H 4.0993 0.0045 -2.5934
H 2.1711 -1.8074 -2.8949
*
```